Record 1
130
Properties=species:S:1:pos:R:3:forces:R:3:mulliken_spin:R:1 method="wB97M-V/def2-TZVPD" gap_ev="6.10 / 5.86" spin_multiplicity=2 de_lowest_kj_mol=243.9 homo_ev="-12.297 / -12.212" e_lumo_ev="-6.2 / -6.3" total_charge=+2
Cr 0.196 -0.567 0.060 -2.17 -1.34 0.17 0.94
C 2.633 1.923 1.258 0.14 0.01 0.06 0.01
N 2.471 1.644 -0.182 -0.48 -0.23 0.11 0.01
P 2.619 -0.016 -0.663 1.05 0.85 -0.12 0.02
C 3.256 0.257 -2.365 -0.30 -0.42 -0.16 0.00
C 2.965 -0.643 -3.386 -0.02 0.01 0.06 0.00
C 3.491 -0.466 -4.657 0.02 -0.04 -0.05 0.00
C 4.330 0.605 -4.916 0.01 0.02 -0.02 0.00
C 4.631 1.505 -3.902 0.02 -0.03 0.02 0.00
C 4.091 1.338 -2.639 0.01 0.04 0.15 0.00
C 4.162 -0.585 0.136 -0.34 -0.21 0.21 0.00
C 5.247 0.272 0.320 -0.03 -0.01 -0.07 0.00
C 6.398 -0.183 0.941 0.01 0.06 -0.02 0.00
C 6.486 -1.499 1.375 -0.03 0.00 0.01 0.00
C 5.424 -2.365 1.166 0.06 -0.04 0.01 0.00
C 4.268 -1.911 0.548 -0.05 -0.01 -0.03 0.00
P 0.773 2.019 -0.599 0.86 0.05 -0.73 -0.07
C 0.937 3.865 -0.529 -0.21 0.02 0.38 -0.01
C 2.217 4.424 -0.580 0.05 -0.06 -0.02 0.00
C 2.394 5.797 -0.531 0.05 0.03 -0.05 0.00
C 1.300 6.644 -0.447 -0.03 0.03 -0.01 0.00
C 0.025 6.104 -0.439 0.03 -0.01 -0.03 0.00
C -0.154 4.729 -0.478 0.03 -0.02 0.04 0.00
C 0.649 1.796 -2.411 -0.35 -0.07 0.14 0.00
C -0.093 0.702 -2.857 0.16 0.17 0.12 -0.02
C -0.377 0.528 -4.200 -0.08 -0.16 -0.04 0.00
C 0.085 1.458 -5.120 0.02 -0.01 0.02 0.00
C 0.830 2.548 -4.690 0.02 0.03 0.00 0.00
C 1.100 2.727 -3.343 0.04 -0.05 0.00 0.00
H 3.573 1.512 1.619 -0.02 -0.01 0.02 0.00
H 1.818 1.510 1.864 0.02 -0.03 0.05 0.00
H 2.650 3.000 1.416 -0.01 -0.02 -0.01 0.00
H 2.317 -1.488 -3.202 0.02 0.04 -0.06 0.00
H 3.245 -1.167 -5.444 0.00 0.00 0.01 0.00
H 4.748 0.744 -5.904 0.00 -0.01 0.00 0.00
H 5.290 2.341 -4.095 -0.02 0.01 -0.01 0.00
H 4.306 2.063 -1.868 -0.01 0.02 0.00 0.00
H 5.194 1.296 -0.024 0.02 0.03 0.04 0.00
H 7.229 0.494 1.085 0.01 -0.01 0.00 0.00
H 7.382 -1.846 1.870 0.01 -0.02 -0.02 0.00
H 5.495 -3.396 1.489 0.00 -0.01 -0.02 0.00
H 3.450 -2.600 0.374 0.01 0.04 0.04 0.00
H 3.085 3.785 -0.672 -0.01 0.00 0.05 0.00
H 3.395 6.208 -0.559 0.01 -0.02 -0.01 0.00
H 1.440 7.715 -0.396 0.01 0.00 -0.02 0.00
H -0.842 6.751 -0.404 0.00 -0.01 0.01 0.00
H -1.154 4.337 -0.472 -0.12 -0.07 0.04 0.00
H -0.484 -0.014 -2.133 -0.20 -0.01 -0.12 0.01
H -0.977 -0.313 -4.525 0.04 -0.02 0.03 0.00
H -0.143 1.339 -6.170 0.00 -0.01 0.00 0.00
H 1.181 3.277 -5.409 0.02 -0.01 0.01 0.00
H 1.659 3.593 -3.017 -0.01 0.03 -0.01 0.00
C 1.067 -0.215 5.038 -0.08 -0.12 -0.02 0.00
C 0.793 -0.876 3.684 0.10 0.01 -0.05 -0.02
C 2.144 -1.206 3.043 -0.14 0.12 0.08 0.03
P -0.342 0.023 2.451 -0.03 -0.53 0.49 0.00
C -0.690 1.609 3.462 -0.06 0.15 -0.45 0.00
C -1.941 1.523 4.334 0.07 -0.12 0.08 0.00
C -0.721 2.940 2.721 0.03 0.00 -0.05 0.00
C -1.847 -1.021 2.460 -0.06 -0.04 -0.74 0.02
C -2.479 -1.403 3.634 -0.33 -0.34 0.10 -0.01
C -3.654 -2.153 3.644 0.10 0.07 -0.19 0.03
C -4.312 -2.574 4.920 -0.02 -0.06 0.04 0.00
C -4.215 -2.515 2.410 0.12 0.08 0.43 -0.01
C -3.580 -2.220 1.234 0.56 0.43 -0.35 0.03
C -2.352 -1.506 1.214 -1.02 -0.18 1.74 -0.02
N -1.646 -1.351 0.066 2.22 1.41 -1.15 0.07
C -2.075 -2.087 -1.110 -0.06 -0.32 -0.51 -0.01
C -1.845 -3.479 -1.190 0.07 0.04 0.15 0.00
C -1.566 -4.349 0.009 -0.04 0.04 -0.08 0.00
C -2.018 -4.143 -2.394 0.00 -0.06 -0.02 0.00
C -2.489 -3.514 -3.536 -0.07 0.10 0.00 -0.01
C -2.681 -4.262 -4.823 0.02 -0.01 0.09 0.00
C -2.899 -2.199 -3.392 0.08 -0.14 0.03 0.00
C -2.757 -1.498 -2.199 0.13 0.04 0.27 -0.01
C -3.513 -0.208 -2.109 0.09 0.13 0.05 0.00
H 1.599 -0.939 5.658 0.00 0.00 0.02 0.00
H 0.167 0.076 5.577 0.04 0.00 0.01 0.00
H 1.724 0.649 4.934 -0.03 0.04 0.05 0.00
H 0.257 -1.804 3.890 0.02 0.12 -0.02 0.00
H 2.794 -0.333 3.062 0.05 0.08 -0.10 0.00
H 2.046 -1.538 2.010 0.09 0.02 0.05 0.01
H 2.656 -1.984 3.614 0.04 0.04 -0.02 0.00
H 0.189 1.649 4.102 -0.04 -0.11 -0.04 0.00
H -2.823 1.286 3.738 0.00 0.01 0.01 0.00
H -2.103 2.496 4.801 0.05 0.01 0.01 0.00
H -1.858 0.789 5.134 -0.06 0.06 0.00 0.00
H -1.705 3.137 2.311 -0.05 0.02 -0.15 0.00
H 0.006 2.989 1.919 0.07 0.10 -0.15 0.00
H -0.491 3.741 3.427 0.02 -0.06 0.03 0.00
H -2.041 -1.122 4.582 -0.06 -0.02 0.03 0.00
H -3.953 -1.998 5.771 -0.01 0.00 0.02 0.00
H -4.113 -3.630 5.117 -0.02 0.01 0.05 0.00
H -5.394 -2.459 4.849 0.00 0.01 0.06 0.00
H -5.148 -3.064 2.388 -0.01 -0.01 0.02 0.00
H -4.000 -2.546 0.291 -0.01 -0.02 0.01 0.00
H -2.427 -5.005 0.160 -0.01 0.01 0.04 0.00
H -1.423 -3.782 0.920 -0.04 -0.08 -0.01 0.00
H -0.704 -4.990 -0.173 -0.08 -0.04 0.01 0.00
H -1.820 -5.210 -2.425 0.03 -0.02 0.02 0.00
H -1.778 -4.808 -5.094 0.00 0.01 -0.06 0.00
H -2.946 -3.585 -5.633 0.02 -0.03 -0.04 0.00
H -3.484 -4.993 -4.716 0.00 0.00 -0.04 0.00
H -3.404 -1.703 -4.213 -0.03 -0.01 -0.01 0.00
H -4.481 -0.339 -2.596 0.04 0.00 -0.02 0.00
H -2.995 0.604 -2.616 0.01 0.17 0.09 0.00
H -3.692 0.064 -1.075 0.04 0.17 0.10 0.00
S -2.143 2.092 -0.160 -0.25 -0.15 0.02 -0.01
C -3.541 2.978 -0.324 -0.15 0.00 0.24 0.00
N -4.574 2.914 0.519 -0.04 0.11 -0.12 0.00
C -5.799 3.616 0.157 -0.12 -0.06 -0.06 0.00
C -5.388 4.700 -0.836 0.26 0.10 -0.08 0.00
S -3.836 4.112 -1.607 -0.10 -0.11 0.04 0.00
H -4.571 2.226 1.256 0.10 -0.03 0.00 0.00
H -6.254 4.048 1.047 -0.01 0.01 -0.03 0.00
H -6.510 2.919 -0.294 0.03 0.01 0.00 0.00
H -5.173 5.648 -0.350 -0.07 -0.01 0.04 0.00
H -6.130 4.853 -1.614 -0.04 0.01 0.03 0.00
C 0.673 -3.819 2.362 0.11 -0.14 0.01 0.00
C 1.088 -3.668 0.942 0.11 -0.14 0.21 -0.01
N 0.845 -2.675 0.101 0.31 0.64 0.02 0.02
C 1.310 -3.089 -1.133 0.02 -0.12 -0.13 -0.01
C 1.856 -4.325 -1.031 -0.02 0.11 -0.14 0.00
N 1.715 -4.671 0.290 0.02 0.23 0.00 0.00
H -0.174 -3.173 2.580 0.02 -0.06 -0.05 0.00
H 1.488 -3.591 3.048 -0.08 -0.05 -0.07 0.00
H 0.373 -4.852 2.539 -0.08 0.02 -0.02 0.00
H 1.180 -2.487 -2.015 0.00 -0.02 0.01 0.00
H 2.324 -4.967 -1.756 -0.03 0.00 -0.01 0.00
H 1.990 -5.548 0.700 -0.02 -0.02 0.06 0.00

Record 2
156
Properties=species:S:1:pos:R:3:forces:R:3:lowdin_charge:R:1 method="wB97M-V/def2-TZVPD" gap_ev=7.83 homo_ev=-8.788 e_lumo_ev=-1.0 smiles="C#CCc1cc2c(c(P(O)Cl)c1CCCCCCC)C(=O)c1c(B(N)O)cc(C[C@H](C)F)c([C@@H](Cl)[C@H](C)Cl)c1C2=O.O=C1OCCO1.O=C1OCCO1.O=C1OCCO1.O=C1OCCO1.O=C1OCCO1.O=C1OCCO1.O=C1OCCO1.O=C1OCCO1"
C -0.482 -3.269 4.651 0.41 0.40 -1.32 0.09
C -0.725 -3.960 3.671 -0.49 -0.07 -0.39 -0.12
C -1.152 -4.775 2.382 0.39 1.58 1.40 -0.13
C -0.822 -3.896 1.102 0.98 1.53 -1.59 -0.12
C 0.542 -3.303 1.024 -1.77 0.85 -2.84 0.06
C 0.874 -2.436 -0.165 -2.02 -0.47 -0.15 -0.03
C -0.136 -2.176 -1.260 -0.02 -0.77 1.74 -0.05
C -1.525 -2.771 -1.200 2.19 -1.42 2.64 -0.26
P -2.661 -2.370 -2.637 0.32 1.51 -0.34 0.68
O -4.300 -2.460 -2.203 1.50 -1.70 -0.94 -0.39
Cl -2.309 -3.949 -4.033 -0.52 0.34 1.06 0.23
C -1.837 -3.616 0.002 1.37 0.15 -0.15 -0.12
C -3.263 -4.250 0.200 0.80 -0.32 1.01 -0.16
C -4.023 -3.403 1.325 0.33 0.70 -0.02 -0.19
C -5.112 -2.391 0.783 0.22 0.36 0.50 -0.21
C -5.846 -1.566 1.949 -0.18 0.14 -0.86 -0.20
C -4.933 -0.418 2.573 -0.18 0.20 0.23 -0.21
C -5.421 1.064 2.245 0.41 1.03 0.10 -0.26
C -5.802 1.918 3.555 0.20 -0.86 -0.12 -0.13
C 0.345 -1.224 -2.433 0.35 -0.05 0.67 -0.28
O 0.105 -1.447 -3.609 0.07 0.42 1.71 0.05
C 1.196 0.021 -1.941 0.93 1.22 0.93 0.00
C 0.969 1.388 -2.526 3.14 -0.22 2.17 0.00
B -0.123 1.719 -3.666 -0.52 -0.06 -0.61 -0.52
N -1.304 2.540 -3.256 1.00 -1.71 0.86 0.14
O 0.021 1.235 -4.992 -1.08 -0.38 1.83 0.09
C 1.839 2.487 -1.975 0.23 -2.84 1.33 0.05
C 2.851 2.249 -0.871 -1.04 -1.14 -0.85 -0.10
C 3.647 3.540 -0.407 -0.46 -0.19 -0.12 -0.12
C 2.740 4.611 0.338 -0.11 -0.69 -0.62 -0.30
C 1.551 4.012 1.192 0.37 0.54 0.20 -0.03
F 2.133 5.428 -0.703 0.55 -0.61 1.18 -0.10
C 3.079 0.865 -0.277 -2.10 0.63 -2.41 -0.10
C 4.158 0.610 0.838 -0.84 -0.13 0.40 -0.60
Cl 5.837 0.979 0.144 -0.88 -0.12 0.41 0.60
C 3.884 1.424 2.191 1.79 -0.61 0.48 -0.70
C 5.094 1.281 3.235 -0.49 1.11 -0.68 -0.15
Cl 2.437 0.619 2.978 0.46 0.68 -0.68 0.61
C 2.205 -0.233 -0.843 -0.17 1.59 -0.56 0.02
C 2.287 -1.727 -0.308 -0.83 0.05 -0.31 -0.27
O 3.329 -2.309 -0.060 -1.34 0.94 -0.07 0.08
H -0.083 -2.441 5.310 -0.74 -1.76 -0.80 0.03
H -2.266 -4.945 2.505 1.55 -0.09 -0.34 0.10
H -0.551 -5.729 2.403 -0.90 0.88 -0.30 0.12
H 1.334 -3.443 1.809 -1.10 0.06 -0.84 0.13
H -4.660 -3.209 -2.734 -0.06 0.60 0.65 0.05
H -3.845 -4.413 -0.749 0.70 0.47 0.99 0.10
H -3.092 -5.286 0.643 -0.19 1.25 -0.84 0.11
H -3.224 -2.765 1.837 -1.05 -0.87 -0.46 0.11
H -4.415 -4.099 2.124 0.06 0.76 -0.95 0.12
H -4.585 -1.602 0.155 -0.62 -1.06 0.59 0.10
H -5.847 -2.915 0.098 0.73 0.57 0.91 0.11
H -6.735 -1.059 1.447 0.98 -0.67 0.73 0.10
H -6.266 -2.238 2.758 0.59 0.62 -0.95 0.11
H -3.857 -0.513 2.207 -1.35 -0.11 0.64 0.11
H -4.967 -0.523 3.709 0.39 0.05 -1.46 0.10
H -4.578 1.650 1.748 -1.05 -0.88 0.43 0.10
H -6.282 1.088 1.512 0.87 -0.24 0.86 0.10
H -6.181 1.179 4.321 0.21 0.95 -0.65 0.06
H -4.875 2.409 3.994 -1.20 -0.53 -0.56 0.07
H -6.603 2.688 3.363 0.98 -0.78 0.16 0.07
H -1.191 2.760 -2.252 -0.19 0.01 -0.70 0.07
H -2.135 1.928 -3.279 0.13 0.70 -0.46 0.08
H -0.749 0.647 -5.193 0.75 0.78 -0.27 0.09
H 1.718 3.524 -2.397 0.27 -1.22 0.67 0.12
H 4.514 3.302 0.275 -0.94 0.14 -0.98 0.08
H 4.051 4.049 -1.338 -0.31 -0.59 1.19 0.13
H 3.430 5.296 0.916 -0.92 -0.66 -0.59 0.14
H 1.742 2.985 1.618 -0.03 1.10 -0.63 0.04
H 0.653 3.938 0.512 0.91 0.17 0.86 0.09
H 1.365 4.698 2.078 -0.12 -0.78 -1.18 0.08
H 4.222 -0.477 1.162 -0.23 1.38 -0.77 0.09
H 3.748 2.527 2.027 -0.41 -1.35 0.15 0.08
H 5.417 0.208 3.369 -0.35 1.27 -0.11 0.09
H 4.774 1.770 4.211 0.32 -0.93 -1.15 0.08
H 5.921 1.943 2.824 -0.72 -1.13 0.52 0.07
C 7.506 3.293 -3.584 -0.34 -0.25 -0.69 -0.13
C 8.758 2.789 -2.928 0.45 -0.62 -0.21 -0.13
O 9.054 3.804 -1.977 -0.55 0.33 0.04 0.06
C 7.884 4.447 -1.701 -0.05 0.41 0.50 -0.55
O 7.744 5.241 -0.823 0.01 -0.35 -0.37 0.16
O 6.895 4.065 -2.559 0.44 0.13 0.42 0.05
H 6.849 2.485 -3.905 -0.09 0.14 0.13 0.14
H 7.714 3.942 -4.439 0.02 -0.01 0.06 0.13
H 8.602 1.845 -2.400 -0.03 0.06 -0.01 0.13
H 9.577 2.668 -3.636 0.05 0.12 0.19 0.13
C -0.468 -6.332 -5.577 -0.57 0.33 0.35 -0.16
C 0.901 -5.800 -5.882 0.22 0.79 -0.04 -0.12
O 1.682 -6.985 -6.008 -0.34 -0.44 -0.01 0.06
C 0.830 -7.997 -6.334 0.14 -0.54 -0.22 -0.55
O 1.177 -9.086 -6.674 -0.13 0.43 0.18 0.15
O -0.468 -7.604 -6.220 0.58 -0.13 -0.10 0.07
H -1.260 -5.697 -5.974 0.01 -0.22 -0.10 0.10
H -0.632 -6.477 -4.506 0.02 0.02 -0.04 0.11
H 0.937 -5.251 -6.827 -0.03 -0.06 0.03 0.13
H 1.288 -5.162 -5.087 0.10 -0.18 -0.02 0.13
C 2.045 -6.592 -1.421 0.75 0.25 -0.12 -0.12
C 1.613 -7.776 -0.604 0.44 -0.54 0.26 -0.12
O 0.251 -7.480 -0.310 -0.15 0.42 -0.32 0.06
C -0.192 -6.625 -1.272 -0.51 0.20 -0.08 -0.55
O -1.332 -6.308 -1.419 0.37 -0.17 0.05 0.14
O 0.834 -6.178 -2.045 -0.44 -0.23 0.25 0.05
H 2.797 -6.851 -2.166 -0.19 0.09 -0.09 0.14
H 2.423 -5.773 -0.804 -0.07 -0.01 -0.01 0.13
H 1.657 -8.712 -1.167 -0.03 0.06 0.00 0.14
H 2.193 -7.886 0.312 -0.22 0.02 0.03 0.14
C -0.178 -0.101 9.278 -0.13 -0.10 0.75 -0.14
C -0.294 1.028 8.302 -0.16 0.80 -0.03 -0.14
O 0.536 0.610 7.223 0.07 -0.79 -0.08 0.07
C 0.615 -0.745 7.281 0.15 -0.16 -0.16 -0.54
O 1.099 -1.430 6.425 -0.13 0.42 0.43 0.11
O 0.076 -1.223 8.432 0.27 0.16 -0.74 0.08
H -1.087 -0.248 9.857 0.13 -0.24 -0.14 0.12
H 0.663 0.024 9.964 -0.05 0.00 -0.08 0.14
H -1.316 1.157 7.931 0.02 -0.07 -0.02 0.14
H 0.053 1.971 8.714 0.17 -0.14 -0.32 0.12
C -3.667 3.544 10.565 -0.48 0.56 -0.16 -0.12
C -4.004 2.121 10.906 -0.74 -0.27 0.14 -0.12
O -2.779 1.438 10.659 0.44 0.34 -0.04 0.05
C -1.779 2.354 10.761 0.49 0.15 0.24 -0.54
O -0.615 2.082 10.776 -0.72 0.29 0.35 0.14
O -2.273 3.616 10.845 0.22 -0.61 -0.01 0.08
H -4.223 4.261 11.169 0.23 0.02 0.00 0.14
H -3.827 3.771 9.508 0.04 -0.03 0.04 0.14
H -4.274 1.995 11.957 0.07 0.01 -0.04 0.14
H -4.805 1.721 10.284 0.20 -0.13 0.00 0.14
C -0.203 -1.913 -7.382 -0.23 0.03 0.76 -0.12
C -0.323 -0.801 -8.382 -0.01 0.59 -0.12 -0.15
O 0.531 -1.229 -9.441 0.17 -0.72 0.11 0.07
C 0.629 -2.583 -9.356 0.29 -0.27 -0.49 -0.55
O 1.132 -3.276 -10.187 -0.21 0.25 0.37 0.15
O 0.078 -3.047 -8.199 0.21 0.15 -0.51 0.05
H -1.119 -2.061 -6.811 0.09 -0.17 -0.11 0.12
H 0.628 -1.764 -6.686 -0.02 0.03 -0.05 0.14
H -1.335 -0.693 -8.768 0.21 -0.21 -0.15 0.12
H 0.007 0.156 -7.981 0.11 -0.09 -0.21 0.13
C -3.897 2.870 -8.210 -0.58 0.49 -0.09 -0.12
C -2.480 3.092 -8.653 0.25 0.61 -0.45 -0.12
O -1.755 2.135 -7.888 -0.38 -0.53 0.20 0.07
C -2.625 1.151 -7.547 -0.04 -0.14 0.32 -0.54
O -2.303 0.113 -7.045 -0.57 0.74 0.34 0.12
O -3.903 1.493 -7.848 0.59 -0.26 0.09 0.08
H -4.618 3.068 -9.002 -0.01 -0.22 0.09 0.14
H -4.160 3.467 -7.333 0.05 -0.06 -0.02 0.14
H -2.335 2.879 -9.715 -0.01 -0.04 0.06 0.14
H -2.131 4.103 -8.445 0.14 -0.18 0.10 0.14
C 0.474 8.340 2.386 -0.32 0.01 -0.73 -0.13
C 1.858 8.719 2.824 0.55 0.21 -0.36 -0.13
O 1.726 8.828 4.237 -0.45 -0.26 0.06 0.06
C 0.658 8.064 4.603 -0.14 -0.14 0.68 -0.55
O 0.373 7.802 5.729 0.11 0.11 -0.49 0.16
O -0.039 7.639 3.513 0.35 0.14 0.36 0.06
H 0.476 7.703 1.501 -0.11 -0.08 0.16 0.13
H -0.159 9.211 2.195 0.04 -0.02 0.04 0.13
H 2.596 7.945 2.596 -0.05 0.01 0.02 0.13
H 2.190 9.662 2.390 0.02 -0.02 0.22 0.14

Short version: calculated total energy = -142449.41555; -166151.19756 eV, in the order given.
Short version: strongest force on any atom = 0.056; 0.074 hartree/bohr, in the order given.
Short version: molar mass = 993.20; 1345.25 g mol⁻¹, in the order given.